# 1
{"formula": "C10H13N2O", "method": "wB97M-V/def2-TZVPD", "charge": 1, "de_lowest_ev": 3.684, "smiles": "COC1=C2C=CC=C2C(=[N+](C)C)N1", "e_tot_ev": -15599.613, "species": ["O", "N", "N", "C", "C", "C", "C", "C", "C", "C", "C", "C", "C", "H", "H", "H", "H", "H", "H", "H", "H", "H", "H", "H", "H", "H"], "positions_angstrom": [[-2.616, -1.539, -0.323], [1.807, -0.104, 0.050], [-0.363, -1.057, -0.202], [-2.400, 1.901, -0.244], [-0.242, 1.225, -0.347], [2.580, -1.373, -0.020], [-0.292, 2.620, -0.001], [-1.622, 0.791, -0.350], [-1.675, -0.665, -0.318], [-2.349, -2.780, 0.187], [-1.608, 3.030, -0.003], [2.675, 1.022, 0.232], [0.512, 0.058, -0.124], [3.380, -1.107, -0.694], [-1.572, -3.227, -0.370], [-0.042, -1.984, -0.187], [1.957, -2.127, -0.461], [-1.890, 3.990, 0.288], [0.594, 3.227, 0.060], [3.587, 0.739, 0.592], [-3.176, -3.495, 0.058], [-3.525, 1.894, -0.179], [3.194, -1.655, 0.913], [2.295, 1.658, 0.965], [-2.123, -2.603, 1.210], [2.914, 1.561, -0.733]]}

---

# 2
{"formula": "C50H118N10O4", "method": "wB97M-V/def2-TZVPD", "charge": 8, "e_tot_ev": -76751.950, "species": ["O", "O", "O", "O", "N", "N", "N", "N", "N", "N", "N", "N", "N", "N", "C", "C", "C", "C", "C", "C", "C", "C", "C", "C", "C", "C", "C", "C", "C", "C", "C", "C", "C", "C", "C", "C", "C", "C", "C", "C", "C", "C", "C", "C", "C", "C", "C", "C", "C", "C", "C", "C", "C", "C", "C", "C", "C", "C", "C", "C", "C", "C", "C", "C", "H", "H", "H", "H", "H", "H", "H", "H", "H", "H", "H", "H", "H", "H", "H", "H", "H", "H", "H", "H", "H", "H", "H", "H", "H", "H", "H", "H", "H", "H", "H", "H", "H", "H", "H", "H", "H", "H", "H", "H", "H", "H", "H", "H", "H", "H", "H", "H", "H", "H", "H", "H", "H", "H", "H", "H", "H", "H", "H", "H", "H", "H", "H", "H", "H", "H", "H", "H", "H", "H", "H", "H", "H", "H", "H", "H", "H", "H", "H", "H", "H", "H", "H", "H", "H", "H", "H", "H", "H", "H", "H", "H", "H", "H", "H", "H", "H", "H", "H", "H", "H", "H", "H", "H", "H", "H", "H", "H", "H", "H", "H", "H", "H", "H", "H", "H", "H", "H"], "positions_angstrom": [[-2.381, -3.286, 1.534], [-3.575, -4.156, -6.108], [-1.477, 5.232, 4.177], [4.889, 0.671, 6.439], [3.242, -0.688, -4.982], [4.591, 1.192, 3.279], [2.839, -3.945, 4.731], [-3.808, 5.614, 2.318], [-4.106, -0.874, 2.636], [-0.419, 1.221, -0.473], [-3.646, -3.370, -2.983], [0.382, -0.842, -0.486], [-0.978, 5.058, -5.641], [0.277, 5.910, -7.185], [-4.413, -4.554, -2.266], [-0.929, 5.780, -7.727], [3.649, -5.259, 4.648], [-0.739, 2.624, -0.181], [3.343, 2.439, -1.598], [-2.514, 3.351, -4.461], [-3.732, -0.656, 4.131], [4.487, -1.537, -5.286], [-3.614, -2.219, -1.959], [-2.200, -3.701, -3.353], [3.894, 1.448, 5.781], [-0.926, -5.109, 4.559], [-3.224, -3.357, 2.654], [3.531, -4.332, 2.376], [4.438, -5.220, 3.265], [3.428, 0.548, -4.062], [-0.947, -5.975, 5.821], [2.724, -0.218, -6.415], [-5.312, -0.050, 2.328], [-2.952, -0.410, 1.725], [-0.541, -0.726, -1.505], [-4.829, 5.937, 3.419], [2.985, -3.195, 3.343], [3.491, 1.014, 4.321], [3.911, 1.086, 1.925], [-4.661, -4.019, -5.309], [2.062, 1.159, -3.608], [-1.377, 4.474, -4.346], [3.447, -2.978, 5.791], [-2.328, 4.152, 3.930], [5.244, 2.625, 3.321], [3.950, -3.025, -5.599], [0.317, 5.283, -5.980], [-2.955, 6.840, 2.161], [2.224, -1.660, -4.472], [-0.888, 0.604, -1.570], [0.378, 3.279, 0.618], [0.458, -4.587, 4.069], [0.318, 0.287, 0.211], [-4.425, -2.394, 2.374], [1.502, 6.519, -7.789], [-1.802, 5.262, -6.775], [-4.506, -2.983, -4.247], [0.969, -2.155, -0.017], [1.382, -4.156, 5.149], [2.534, -3.064, -5.171], [-4.499, 5.440, 0.899], [2.295, 2.499, -2.865], [-2.959, 4.287, 2.510], [5.627, 0.087, 3.391], [-4.547, -1.001, 4.769], [1.811, 0.350, -6.235], [-5.073, 6.309, 0.574], [1.320, 3.459, 0.102], [3.003, 3.069, -0.776], [2.464, -1.122, -6.966], [0.287, -2.727, 0.612], [2.943, -6.090, 4.633], [-5.283, -2.626, 3.005], [-0.896, 3.228, -1.076], [-3.605, -5.023, -6.519], [4.468, 3.363, 3.119], [-2.908, -1.353, 4.283], [2.337, 5.850, -7.582], [4.541, -6.187, 2.772], [3.916, -3.425, -6.613], [2.736, -4.984, 2.014], [5.697, 1.170, 6.579], [-4.006, -2.089, -4.621], [-5.572, -0.455, 1.350], [-1.401, -4.155, 4.786], [-3.409, 0.379, 4.240], [-5.447, -2.574, -3.879], [-4.342, 6.124, 4.377], [4.598, -3.723, -5.069], [-0.172, -6.732, 5.702], [2.027, -2.738, 3.096], [-2.112, -0.928, 2.188], [-5.584, -3.775, -5.834], [4.187, -5.466, 5.573], [-6.029, -0.273, 3.118], [5.157, -1.148, -6.053], [1.359, 2.860, -2.440], [-2.289, 4.151, 1.660], [-4.893, -5.022, -4.950], [-3.392, 7.649, 1.576], [6.179, 0.075, 4.331], [-1.644, 2.646, 0.426], [1.661, 0.456, -2.878], [-1.613, -5.533, 3.827], [-3.406, -1.286, -2.483], [1.115, -2.795, -0.886], [2.441, -3.724, -4.309], [-1.906, -4.115, 1.451], [-4.482, -5.323, -3.036], [-1.834, -3.103, -4.188], [-4.543, -2.095, -1.402], [0.857, 0.370, 1.143], [-1.687, 3.271, 3.972], [-5.361, 4.991, 3.315], [-1.476, -3.613, -2.542], [-4.633, -2.542, 1.314], [0.236, -3.781, 3.370], [-1.451, 1.127, -2.330], [3.300, 1.431, -1.185], [1.894, -2.005, 0.541], [-0.765, -5.470, 6.770], [-3.852, -4.910, -1.402], [3.182, 1.877, 1.753], [-0.578, 5.110, 3.863], [-2.207, -4.789, -3.401], [1.090, 4.977, -5.290], [0.003, 4.228, 1.001], [-1.920, -6.431, 6.003], [-2.852, 5.050, -6.638], [-5.432, -4.212, -2.085], [-0.783, -1.638, -2.031], [4.447, -2.663, 5.491], [2.665, 3.257, -3.555], [5.060, -1.682, -4.370], [4.350, 2.713, -1.912], [2.865, 0.143, 4.132], [-2.683, -3.235, 3.592], [4.088, 0.261, -3.242], [2.987, 1.232, 6.345], [-5.249, 4.689, 1.148], [4.040, -3.865, 1.533], [-3.748, 5.159, 0.161], [2.395, -1.681, -3.396], [6.017, 2.866, 2.591], [-1.070, 6.094, -8.751], [4.068, 1.136, -4.720], [1.415, 6.665, -8.866], [-3.388, 3.811, -4.923], [-2.648, 7.116, 3.170], [-5.485, 6.746, 3.098], [1.238, -1.216, -4.611], [0.898, -5.392, 3.480], [3.415, -3.476, 6.761], [-2.193, 2.607, -5.189], [-0.445, 4.020, -4.011], [1.589, 7.516, -7.357], [-2.754, 2.783, -3.561], [3.761, -2.455, 3.543], [5.674, 2.835, 4.300], [0.986, -3.189, 5.460], [-2.111, 6.411, 1.621], [-2.965, 0.680, 1.729], [1.278, 1.323, -4.347], [5.480, -4.903, 3.275], [-3.551, -4.396, 2.609], [2.719, 1.719, 4.012], [1.748, -3.447, -5.822], [0.610, 2.912, 1.618], [-5.200, 1.033, 2.270], [4.583, 1.077, 1.067], [-3.032, -0.723, 0.684], [5.146, -0.885, 3.280], [3.482, 0.084, 1.957], [4.017, 2.511, 5.990], [-3.142, 4.083, 4.652], [-2.842, -2.517, -1.249], [2.879, -2.079, 6.028], [1.456, -4.810, 6.018], [3.511, 0.357, -6.902], [-1.683, 5.299, -3.703], [-3.601, 3.420, 2.357], [6.354, 0.247, 2.595]]}

---

# 3
{"formula": "C2H4Br2N2O2", "method": "wB97M-V/def2-TZVPD", "de_lowest_ev": 2.406, "e_tot_ev": -149291.274, "species": ["Br", "Br", "O", "O", "N", "N", "C", "C", "H", "H", "H", "H"], "positions_angstrom": [[-1.335, -2.188, -2.484], [-2.127, 0.771, -1.414], [1.407, 0.375, 1.316], [0.258, -2.453, 0.687], [0.397, -0.184, 0.433], [-0.047, -1.294, 0.497], [1.577, 1.680, 0.761], [-2.043, -1.091, -1.154], [0.520, 1.934, 0.405], [-2.768, -1.517, -0.542], [1.820, 2.357, 1.501], [2.343, 1.609, -0.007]]}

---

# 4
{"formula": "CH4O3PS2", "method": "wB97M-V/def2-TZVPD", "charge": -1, "de_lowest_ev": 0.160, "e_tot_ev": -38204.204, "species": ["S", "S", "P", "O", "O", "O", "C", "H", "H", "H", "H"], "positions_angstrom": [[-2.511, -0.851, 0.434], [2.743, -0.142, 0.489], [-2.184, 0.113, -1.357], [1.662, 0.949, 0.375], [1.764, -1.582, 0.605], [3.427, -0.400, -0.756], [-1.526, 0.770, 0.309], [-0.405, 0.742, 0.399], [2.455, -2.084, 0.054], [-2.087, 1.494, 0.900], [-3.338, 0.991, -1.452]]}

---

# 5
{"formula": "C3H8BrN2O", "method": "wB97M-V/def2-TZVPD", "charge": 1, "de_lowest_ev": 1.052, "smiles": "C[C@@H](Br)C(=[NH2+])NO", "e_tot_ev": -78302.088, "species": ["Br", "O", "N", "N", "C", "C", "C", "H", "H", "H", "H", "H", "H", "H", "H"], "positions_angstrom": [[2.590, -0.111, 0.359], [-1.020, -2.590, 0.215], [0.089, -1.790, -0.018], [-1.524, -0.007, 0.189], [0.827, 0.556, -0.401], [-0.325, -0.534, -0.010], [0.549, 2.004, 0.010], [-0.431, 2.254, -0.478], [-1.567, 0.985, -0.089], [-0.818, -3.561, 0.276], [0.910, 0.664, -1.404], [0.448, 2.091, 1.050], [1.474, 2.587, -0.279], [-2.274, -0.490, 0.693], [1.072, -2.057, -0.112]]}

---

# 6
{"formula": "C2H2N3S2", "method": "wB97M-V/def2-TZVPD", "charge": 1, "de_lowest_ev": 6.888, "e_tot_ev": -28229.686, "species": ["S", "S", "N", "N", "N", "C", "C", "H", "H"], "positions_angstrom": [[-1.899, -2.127, 2.587], [1.622, 1.026, -1.576], [0.567, 0.499, -0.572], [0.449, 2.983, -1.834], [0.315, -0.561, 0.041], [-0.544, -2.282, 1.670], [-0.157, -1.347, 0.743], [0.047, -3.066, 2.119], [-0.389, 2.480, -1.451]]}

---

# 7
{"formula": "C35H42Cl2N2O4PPm", "method": "wB97M-V/def2-TZVPD", "de_lowest_ev": 1.641, "e_tot_ev": -99038.998, "spin_multiplicity": 5, "species": ["Pm", "Cl", "Cl", "P", "O", "O", "O", "O", "N", "N", "C", "C", "C", "C", "C", "C", "C", "C", "C", "C", "C", "C", "C", "C", "C", "C", "C", "C", "C", "C", "C", "C", "C", "C", "C", "C", "C", "C", "C", "C", "C", "C", "C", "C", "C", "H", "H", "H", "H", "H", "H", "H", "H", "H", "H", "H", "H", "H", "H", "H", "H", "H", "H", "H", "H", "H", "H", "H", "H", "H", "H", "H", "H", "H", "H", "H", "H", "H", "H", "H", "H", "H", "H", "H", "H", "H", "H"], "positions_angstrom": [[-0.567, -1.037, -0.620], [-2.269, -1.386, -2.843], [1.590, -2.088, 0.686], [0.518, 1.694, 1.970], [-2.450, 0.564, -0.400], [-1.687, -2.463, 0.723], [-0.026, 0.722, 0.931], [0.443, -2.461, -2.165], [-4.450, 1.250, -1.293], [-0.821, -4.531, 1.197], [1.335, -4.972, -3.563], [0.485, -4.975, -6.271], [0.614, 1.030, 3.643], [2.616, 3.535, 1.709], [1.809, 1.017, 4.376], [-0.059, -5.324, 2.160], [-1.591, 3.367, 1.282], [1.493, -6.113, -4.359], [-2.057, 5.506, 2.326], [-0.675, -4.892, -0.217], [1.780, 0.715, 5.739], [2.166, 2.226, 1.491], [-5.694, 0.826, -1.933], [0.829, 1.910, -1.984], [0.768, -3.813, -4.141], [-0.243, 4.129, 3.149], [-0.608, 0.371, 5.624], [-1.015, 5.290, 3.231], [0.574, 0.410, 6.370], [-2.349, 4.533, 1.363], [-0.594, 0.671, 4.263], [-1.285, -3.336, 1.541], [3.923, 3.884, 1.370], [3.021, 1.284, 0.902], [1.201, 0.699, -2.341], [-4.248, 2.686, -1.092], [0.570, -2.564, -3.410], [4.786, 2.935, 0.819], [0.347, -3.835, -5.485], [-3.586, 0.328, -0.895], [-0.502, 3.178, 2.147], [1.733, 3.144, -2.054], [2.374, 0.190, -3.034], [1.053, -6.129, -5.700], [4.331, 1.634, 0.588], [-0.797, 6.029, 4.001], [2.530, 3.086, -1.296], [2.648, 0.272, 0.699], [-4.587, 3.002, -0.095], [-0.084, -2.913, -5.866], [2.224, 3.228, -3.039], [2.713, 0.726, 6.301], [-5.932, 1.527, -2.741], [-3.920, -0.710, -1.080], [-1.572, -4.582, -0.771], [1.146, -7.038, -6.306], [-3.199, 2.969, -1.219], [0.151, -4.965, -7.313], [0.997, -5.018, 2.180], [4.262, 4.906, 1.542], [-0.485, -5.208, 3.160], [-4.866, 3.189, -1.842], [-1.261, -3.123, 2.620], [2.754, 1.270, 3.892], [2.090, -0.523, -3.819], [-3.178, 4.685, 0.670], [4.996, 0.874, 0.172], [-1.547, 0.110, 6.110], [1.964, -7.010, -3.950], [2.970, 0.997, -3.498], [1.151, 4.057, -1.869], [-1.834, 2.584, 0.558], [5.809, 3.212, 0.564], [-2.643, 6.423, 2.376], [0.572, 3.991, 3.865], [-0.125, -6.368, 1.853], [0.561, 0.191, 7.438], [1.678, -4.959, -2.527], [-1.523, 0.665, 3.688], [-6.518, 0.815, -1.202], [0.212, -4.416, -0.665], [-0.558, -5.980, -0.261], [-5.559, -0.185, -2.339], [-0.170, 2.127, -1.582], [0.376, -1.688, -4.041], [1.955, 4.281, 2.144], [3.020, -0.341, -2.319]]}

---

# 8
{"formula": "C6H8N2S3", "method": "wB97M-V/def2-TZVPD", "de_lowest_ev": 1.783, "smiles": "[H]/N=C1/CCSSSC[C@@H]1C#N", "e_tot_ev": -41835.512, "species": ["S", "S", "S", "N", "N", "C", "C", "C", "C", "C", "C", "H", "H", "H", "H", "H", "H", "H", "H"], "positions_angstrom": [[-0.505, -2.610, 0.320], [-2.892, -0.050, 0.826], [-2.348, -1.799, -0.376], [1.904, -1.037, 2.189], [0.408, 1.480, -1.424], [0.411, 0.663, -0.452], [0.668, -1.790, -0.761], [-0.161, 1.299, 0.811], [-1.807, 1.340, 0.515], [1.312, -0.524, -0.344], [1.725, -0.767, 1.013], [0.229, 2.334, 0.935], [-1.912, 1.696, -0.555], [0.930, 1.164, -2.192], [0.314, -1.541, -1.741], [0.056, 0.928, 1.793], [1.517, -2.568, -0.970], [2.257, -0.390, -0.865], [-2.106, 2.172, 1.278]]}